# 1
{"formula": "C30H61Br4N5O3S3", "method": "ωB97M-V/def2-TZVPD", "species": ["C", "C", "C", "C", "N", "H", "H", "H", "H", "H", "H", "H", "C", "C", "C", "C", "N", "H", "H", "H", "H", "H", "H", "H", "C", "C", "C", "C", "N", "H", "H", "H", "H", "H", "H", "H", "C", "C", "C", "C", "N", "H", "H", "H", "H", "H", "H", "H", "C", "C", "C", "C", "N", "H", "H", "H", "H", "H", "H", "H", "C", "S", "O", "C", "H", "H", "H", "H", "H", "H", "C", "S", "O", "C", "H", "H", "H", "H", "H", "H", "C", "S", "O", "C", "H", "H", "H", "H", "H", "H", "Br", "C", "C", "Br", "H", "H", "H", "H", "Br", "C", "C", "Br", "H", "H", "H", "H"], "positions_angstrom": [[-15.79417, -3.86971, 1.02756], [-15.38776, -2.94546, 2.21321], [-14.05672, -2.19777, 2.00577], [-12.79674, -2.98931, 2.03657], [-11.77883, -3.54234, 1.93364], [-16.76006, -4.33748, 1.21822], [-15.15525, -4.75110, 0.97254], [-15.91612, -3.16416, 0.20571], [-15.31607, -3.58701, 3.09149], [-16.18027, -2.21587, 2.37974], [-13.95158, -1.42597, 2.76824], [-14.03739, -1.78362, 0.99770], [-15.56703, -2.76201, 7.40290], [-14.09962, -2.20356, 7.78350], [-13.27790, -3.37588, 8.44155], [-13.46820, -4.65829, 7.78209], [-13.60890, -5.68916, 7.25857], [-16.13373, -3.09346, 8.27301], [-15.51248, -3.46121, 6.56848], [-16.10989, -1.89626, 7.02359], [-14.16677, -1.28595, 8.36794], [-13.61812, -1.93911, 6.84205], [-13.39866, -3.57406, 9.50656], [-12.22654, -3.14285, 8.27290], [-10.79097, 6.63032, -0.05821], [-10.86443, 5.14429, 0.30141], [-9.91919, 4.69841, 1.54353], [-8.58275, 4.92027, 1.02541], [-7.50672, 5.07691, 0.53006], [-11.05646, 7.23985, 0.80555], [-11.29428, 6.87564, -0.99341], [-9.76346, 6.96630, -0.19765], [-10.60779, 4.58733, -0.59972], [-11.88252, 4.88845, 0.59490], [-9.99072, 3.63061, 1.75041], [-10.13495, 5.22886, 2.47098], [-6.30452, -0.62710, 1.56581], [-7.49959, -1.41908, 2.25754], [-8.85838, -0.95302, 1.71852], [-9.10406, 0.43395, 2.17599], [-9.42586, 1.44307, 2.63700], [-6.14381, -0.76616, 0.49673], [-5.35921, -0.92735, 2.01786], [-6.37054, 0.45645, 1.66408], [-7.36409, -1.22334, 3.32123], [-7.21859, -2.46915, 2.17682], [-9.57214, -1.71548, 2.03044], [-8.93557, -0.84493, 0.63664], [-8.50096, 2.79989, 7.75266], [-9.55964, 3.10445, 8.74738], [-9.98271, 1.82065, 9.55566], [-9.88958, 0.47230, 8.86078], [-9.71782, -0.55402, 8.36787], [-7.55154, 2.55829, 8.23051], [-8.36999, 3.68362, 7.12818], [-8.65196, 1.91028, 7.14119], [-10.43924, 3.22931, 8.11588], [-9.37939, 3.92761, 9.43877], [-11.02068, 1.78189, 9.88613], [-9.21117, 1.66580, 10.30989], [-11.50940, 1.18574, 5.57907], [-12.50879, 0.68031, 4.15890], [-13.84116, 0.04599, 4.66328], [-12.86283, 2.41586, 3.47543], [-11.76591, 0.48948, 6.37753], [-11.76589, 2.20683, 5.86136], [-10.45694, 1.10100, 5.30840], [-11.92949, 2.82905, 3.09299], [-13.13081, 3.11147, 4.27068], [-13.62668, 2.32477, 2.70321], [-11.67899, 1.65712, -0.83226], [-12.89372, 0.30556, -0.46657], [-13.46893, 0.62770, 0.93148], [-14.24878, 0.65749, -1.71773], [-11.09660, 1.44953, -1.72994], [-11.10863, 1.84008, 0.07840], [-12.35957, 2.43972, -1.16761], [-13.89991, 0.78046, -2.74304], [-14.96049, 1.36025, -1.28449], [-14.87541, -0.22397, -1.85361], [-16.23560, 4.49415, 3.98530], [-16.25593, 6.04676, 5.00846], [-15.04554, 6.21904, 5.90292], [-16.09720, 7.24635, 3.63394], [-16.55025, 3.63723, 4.58095], [-15.18660, 4.36839, 3.71717], [-16.84557, 4.90351, 3.18003], [-16.95439, 7.26911, 2.96103], [-15.11334, 7.10580, 3.18630], [-16.17444, 8.19032, 4.17344], [-13.05728, 4.22164, 7.55284], [-14.91447, 3.38456, 7.60715], [-14.69884, 1.87274, 7.52299], [-16.25511, 0.91146, 8.37327], [-15.55180, 3.77654, 6.81452], [-15.40783, 3.71427, 8.52148], [-13.77807, 1.60504, 8.04126], [-14.66984, 1.64934, 6.45652], [-18.75699, 2.06611, 2.98781], [-17.15970, 0.92250, 2.81691], [-16.76996, 0.70243, 1.40076], [-18.23664, -0.43179, 0.46992], [-17.16842, 0.02008, 3.42820], [-16.39064, 1.54921, 3.26843], [-15.76507, 0.28610, 1.33029], [-16.86436, 1.74784, 1.10696]], "largest_force_ev_per_a": 5.507, "total_energy_ev": -358353.06838, "homo_ha": [-0.4160, -0.4153], "multiplicity": 2, "total_charge": 1, "orbital_gap_ev": [7.71, 2.80], "s2": 0.76}

=====

# 2
{"formula": "C41H39Cl2F4O6PS", "method": "ωB97M-V/def2-TZVPD", "species": ["O", "C", "C", "C", "C", "O", "C", "C", "C", "C", "C", "C", "C", "O", "C", "P", "O", "Cl", "C", "C", "C", "C", "C", "S", "O", "O", "Cl", "H", "H", "H", "H", "H", "H", "H", "H", "H", "H", "H", "H", "H", "H", "H", "H", "H", "H", "H", "F", "C", "C", "C", "C", "C", "C", "H", "H", "H", "H", "H", "F", "C", "C", "C", "C", "C", "C", "H", "H", "H", "H", "H", "F", "C", "C", "C", "C", "C", "C", "H", "H", "H", "H", "H", "F", "C", "C", "C", "C", "C", "C", "H", "H", "H", "H", "H"], "positions_angstrom": [[2.38088, -4.02554, 3.90337], [2.10783, -4.73537, 2.88518], [1.66432, -6.25997, 2.94872], [0.93890, -6.78535, 1.85149], [0.56058, -5.89817, 0.55359], [-0.35968, -6.37385, -0.17202], [1.36523, -4.56455, 0.27187], [2.19711, -3.96184, 1.47143], [3.04279, -2.66249, 1.29055], [3.06650, -1.92936, -0.07664], [3.93049, -0.56304, -0.16862], [3.22006, 0.46281, 0.83970], [1.62700, 0.55945, 0.69348], [0.91572, 0.06615, 1.88550], [2.26131, -2.48160, -1.31171], [2.27988, -1.64799, -3.02210], [3.95909, -1.72187, -3.49191], [1.67830, 0.37870, -2.95489], [1.41522, -3.79203, -1.07077], [0.54793, -4.34649, -2.29195], [-1.01837, -4.01625, -2.13797], [-1.34504, -2.68850, -1.30054], [-2.95381, -2.47075, -1.11484], [-3.52011, -2.72857, 0.63292], [-2.56730, -3.52184, 1.48323], [-3.70670, -1.37792, 1.30443], [-5.31399, -3.83736, 0.59340], [1.90305, -6.89768, 3.86150], [0.59391, -7.88452, 1.89502], [3.63065, -2.20305, 2.14992], [5.00025, -0.86183, 0.15754], [3.94144, -0.19363, -1.26214], [3.64002, 1.53127, 0.79140], [3.42469, 0.10076, 1.91837], [1.33945, 1.66846, 0.53616], [1.18327, -0.00473, -0.19513], [-0.05139, 0.20098, 1.71254], [4.17253, -2.67959, -3.32700], [0.64307, -5.50090, -2.25623], [0.96440, -4.05578, -3.33034], [-1.41581, -3.82855, -3.21150], [-1.64768, -4.88972, -1.73560], [-0.90983, -2.66131, -0.24524], [-0.88452, -1.79468, -1.87298], [-3.21064, -1.37425, -1.37535], [-3.47066, -3.22744, -1.79603], [-0.67286, -1.09785, -5.06425], [-1.22122, -0.11247, -5.79334], [-0.86353, 1.20276, -5.53958], [-1.42818, 2.22302, -6.29829], [-2.35208, 1.91727, -7.29498], [-2.70739, 0.59340, -7.53763], [-2.13491, -0.42826, -6.78663], [-0.14926, 1.42211, -4.75442], [-1.14952, 3.25502, -6.11317], [-2.79542, 2.71424, -7.88356], [-3.43013, 0.35726, -8.31149], [-2.39327, -1.46510, -6.96782], [2.45864, 3.27792, -0.62744], [1.90592, 4.25777, -1.35577], [2.26230, 5.57355, -1.10472], [1.69503, 6.59180, -1.86335], [0.76990, 6.28362, -2.85749], [0.41571, 4.95928, -3.09756], [0.99015, 3.93846, -2.34656], [2.97816, 5.79474, -0.32158], [1.97284, 7.62422, -1.68018], [0.32447, 7.07926, -3.44629], [-0.30844, 4.72161, -3.86984], [0.73206, 2.90145, -2.52752], [1.32661, 4.60575, 3.42768], [1.26744, 3.60682, 4.32354], [1.69213, 3.83262, 5.62418], [1.62612, 2.79924, 6.55318], [1.14634, 1.54873, 6.16817], [0.72753, 1.33257, 4.85841], [0.78284, 2.36896, 3.93193], [2.07008, 4.80953, 5.90290], [1.94854, 2.96697, 7.57537], [1.09942, 0.74162, 6.89250], [0.35819, 0.35748, 4.55877], [0.45299, 2.22071, 2.91119], [-2.01360, 1.61608, 1.78964], [-2.94702, 1.67081, 2.75884], [-2.56141, 1.95710, 4.05892], [-3.52562, 2.01832, 5.05968], [-4.86304, 1.78195, 4.75012], [-5.23758, 1.49037, 3.44126], [-4.27509, 1.43981, 2.43840], [-1.51535, 2.12975, 4.28202], [-3.23565, 2.24907, 6.07932], [-5.61453, 1.82548, 5.53226], [-6.27899, 1.30230, 3.20247], [-4.54965, 1.22266, 1.41291]], "largest_force_ev_per_a": 6.404, "total_energy_ev": -111465.65978, "homo_ha": -0.3283, "smiles": "O=C1C=CC(=O)c2c1cc(CCCO)c(P(O)Cl)c2CCCCS(=O)(=O)Cl.Fc1ccccc1.Fc1ccccc1.Fc1ccccc1.Fc1ccccc1", "orbital_gap_ev": 7.40}

=====

# 3
{"formula": "C5H14NO", "method": "ωB97M-V/def2-TZVPD", "species": ["C", "C", "C", "C", "C", "N", "H", "H", "H", "H", "H", "H", "H", "H", "H", "H", "H", "H", "H", "H", "O"], "positions_angstrom": [[1.96706, -0.48659, 0.86865], [0.65368, -0.61663, -0.03120], [-0.18703, 0.64097, -0.32765], [0.59683, 1.86195, -0.68458], [0.44138, 2.70285, -1.75734], [-0.12822, -1.65618, 0.75821], [2.20886, -1.49894, 1.34348], [2.64830, -0.02487, 0.20067], [1.88905, 0.21295, 1.76899], [0.99576, -1.01038, -1.08022], [-0.87896, 0.79929, 0.45087], [-0.87615, 0.16301, -0.99275], [1.47679, 1.99412, -0.01156], [1.08802, 2.82187, -2.65452], [-0.27995, 3.46974, -1.71673], [-0.34222, -1.33789, 1.75403], [0.37081, -2.61248, 0.81658], [-1.33433, -1.92256, 0.52955], [-3.75944, -1.78882, -0.05047], [-3.33238, -0.42504, 0.20669], [-3.21788, -1.28635, 0.60932]], "de_lowest_kj_mol": 561.5, "largest_force_ev_per_a": 5.167, "total_energy_ev": -8938.18800, "homo_ha": -0.4094, "total_charge": 1, "orbital_gap_ev": 7.55}

=====

# 4
{"formula": "C5H8N2", "method": "ωB97M-V/def2-TZVPD", "species": ["C", "C", "C", "C", "C", "N", "N", "H", "H", "H", "H", "H", "H", "H", "H"], "positions_angstrom": [[1.87758, 0.50745, 0.13607], [0.86779, 1.02611, -0.64826], [1.27624, -0.04398, -1.54241], [1.43910, -0.75373, -0.33453], [1.04043, -1.93984, 0.36103], [-2.24572, 0.52413, 0.02985], [-1.96114, 1.92745, -0.31801], [2.76127, 0.82158, 0.83525], [-0.98939, 1.83778, -0.63545], [1.82490, -2.14560, 0.98184], [0.72331, -2.79082, -0.29850], [0.12618, -1.83498, 1.07500], [-2.72362, 0.55863, 0.93005], [-1.26344, 0.14456, 0.33697], [-2.75350, 2.16126, -0.90891]], "de_lowest_kj_mol": 685.4, "largest_force_ev_per_a": 3.768, "total_energy_ev": -8283.33896, "homo_ha": [-0.2257, -0.2979], "multiplicity": 3, "orbital_gap_ev": [6.41, 5.56], "s2": 2.01}

=====

# 5
{"formula": "C39H36ClInN3Si2", "method": "ωB97M-V/def2-TZVPD", "species": ["C", "C", "C", "H", "C", "C", "H", "H", "H", "H", "In", "Si", "C", "C", "H", "C", "H", "C", "H", "C", "H", "C", "H", "C", "C", "H", "C", "H", "C", "H", "C", "H", "C", "H", "H", "Si", "C", "C", "H", "C", "H", "C", "H", "C", "H", "C", "H", "C", "C", "H", "C", "H", "C", "H", "C", "H", "C", "H", "H", "Cl", "N", "C", "C", "C", "C", "C", "N", "C", "C", "C", "C", "C", "N", "H", "H", "H", "H", "H", "H", "H", "H", "H"], "positions_angstrom": [[1.45375, 5.40709, 2.03771], [2.09790, 4.13589, 2.04749], [2.02453, 3.59675, 0.72438], [2.58402, 3.64093, 2.89496], [1.31322, 4.54811, -0.09192], [0.99289, 5.66272, 0.71224], [0.47739, 6.57754, 0.38700], [1.46379, 6.13211, 2.86858], [2.53631, 2.69248, 0.38571], [1.11386, 4.45195, -1.15886], [-0.21847, 2.20675, 1.50292], [1.79000, -2.01783, -2.20713], [1.74064, -3.79714, -1.38211], [0.96196, -4.81790, -1.93547], [0.35580, -4.63576, -2.83161], [1.02797, -6.13516, -1.45632], [0.40305, -6.91149, -1.89830], [1.91909, -6.46582, -0.42358], [1.91573, -7.46901, 0.01096], [2.77453, -5.47862, 0.06606], [3.50943, -5.75483, 0.82958], [2.71252, -4.17220, -0.43521], [3.47267, -3.46443, -0.12260], [1.90298, -2.64219, -3.98822], [2.64762, -3.80561, -4.29342], [3.26150, -4.29020, -3.54072], [2.54696, -4.44227, -5.52911], [3.03569, -5.39257, -5.69639], [1.77289, -3.87024, -6.54480], [1.70241, -4.33297, -7.51972], [1.12184, -2.66866, -6.29642], [0.54452, -2.18339, -7.08132], [1.17969, -2.05997, -5.03241], [0.62424, -1.13432, -4.85391], [3.21739, -1.63490, -1.98920], [-1.52407, -2.38222, -0.84298], [-0.95835, -0.96107, -1.96181], [0.51346, -0.56432, -2.06167], [0.93160, -0.37327, -1.04597], [0.76104, 0.66171, -2.85940], [1.78930, 1.01960, -2.93435], [-0.26730, 1.49236, -3.25309], [-0.05170, 2.42646, -3.76551], [-1.60015, 1.11589, -3.10217], [-2.38554, 1.73429, -3.52935], [-1.92667, -0.07689, -2.46193], [-2.99279, -0.32998, -2.42114], [-0.41013, -2.57741, 0.64563], [0.41378, -1.54908, 1.15459], [0.56593, -0.60469, 0.63102], [1.01994, -1.65889, 2.40032], [1.64336, -0.83974, 2.77349], [0.83395, -2.80802, 3.18766], [1.21129, -2.87273, 4.20911], [0.19752, -3.90643, 2.60624], [0.14025, -4.85665, 3.14117], [-0.39768, -3.80536, 1.34295], [-0.84481, -4.69326, 0.87757], [-2.84911, -2.16479, -0.31226], [-1.84495, 0.58017, 0.86219], [-1.61361, 4.59224, 3.57599], [-1.63137, 3.36970, 4.28615], [-2.26704, 3.32649, 5.53800], [-2.41973, 2.09846, 6.16401], [-1.90006, 0.96527, 5.52100], [-1.27500, 1.09514, 4.28925], [-1.09567, 2.30529, 3.69730], [-2.22164, 4.67765, 2.30087], [-3.25088, 5.60906, 2.11677], [-3.89242, 5.63799, 0.88507], [-3.44380, 4.78457, -0.13454], [-2.41617, 3.89674, 0.12894], [-1.81957, 3.84176, 1.34755], [-1.92349, 5.34872, 4.18432], [-2.69013, 4.25801, 5.90626], [-2.93735, 2.02103, 7.12158], [-2.00781, -0.02617, 5.95992], [-0.92383, 0.22928, 3.72322], [-3.53237, 6.21572, 2.97640], [-4.71811, 6.32230, 0.70771], [-3.89729, 4.77881, -1.12696], [-2.07116, 3.17138, -0.60791]], "largest_force_ev_per_a": 3.292, "total_energy_ev": -78939.81048, "homo_ha": -0.3070, "total_charge": 1, "orbital_gap_ev": 3.54}